[1]
{"formula": "C3H33NO17", "method": "ωB97M-V/def2-TZVPD", "total_charge": 0, "max_force_ha_per_bohr": 0.044, "total_energy_ev": -39945.472, "homo_ev": -10.22, "orbital_gap_ev": 10.30, "symbols": ["C", "N", "C", "C", "O", "O", "O", "H", "H", "H", "H", "H", "H", "H", "O", "H", "H", "O", "H", "H", "O", "H", "H", "O", "H", "H", "O", "H", "H", "O", "H", "H", "O", "H", "H", "O", "H", "H", "O", "H", "H", "O", "H", "H", "O", "H", "H", "O", "H", "H", "O", "H", "H", "O"], "xyz": [[-1.71447, 0.43823, -1.40698], [-0.43083, 0.14525, -0.98971], [-0.02727, -1.24251, -0.66695], [-0.16169, -2.15018, -1.85747], [1.10231, -2.38798, -2.35871], [-1.12529, -2.63558, -2.36931], [-2.12351, 1.53544, -1.06049], [-2.18418, -0.25565, -2.10869], [-0.18826, 0.67760, -0.17522], [1.00278, -1.20138, -0.34616], [-0.58607, -1.64468, 0.17481], [1.06339, -3.04265, -3.06702], [-1.04883, -2.71929, 2.73059], [-2.06823, -1.65000, 2.76569], [-1.10384, -1.75681, 2.78655], [-3.45227, -2.50823, 0.56350], [-2.63298, -2.29714, -0.69470], [-3.41784, -1.96687, -0.23596], [1.89092, -0.04049, 2.62815], [1.02974, -1.28952, 2.94560], [1.56031, -0.88315, 2.24352], [-1.17988, 3.33031, 2.39866], [-1.31534, 2.47232, 1.21111], [-1.59003, 3.35317, 1.52181], [0.64703, 2.00769, -2.66010], [0.49132, 3.41109, -2.72958], [1.23379, 2.77275, -2.82827], [0.88250, 3.37245, -0.29895], [1.93459, 2.56060, -0.86978], [1.45294, 2.62711, -0.03711], [-3.15468, -1.01733, 1.23783], [-3.34596, 0.27429, 2.05115], [-3.48317, -0.67707, 2.10069], [2.07687, 0.32642, -1.94984], [2.82576, 1.67519, -2.22477], [2.83497, 0.87234, -1.67832], [-0.95969, 2.97973, -0.80538], [-1.45311, 4.35246, -1.28521], [-0.75994, 3.69513, -1.41306], [1.42553, -0.43904, -3.29664], [0.97690, 0.88706, -4.04896], [0.68328, 0.13224, -3.52831], [2.14419, -2.51947, 1.52734], [2.46531, -2.85672, 0.06071], [2.31800, -3.27173, 0.91686], [0.64445, -3.62787, 0.87696], [-0.45554, -4.67714, 0.67864], [-0.32697, -3.72179, 0.69941], [0.47513, 1.02206, 1.61519], [-0.32899, 0.60045, 2.94539], [-0.18133, 1.26180, 2.27131], [2.51775, 2.00142, 1.90709], [2.34033, 2.12627, 3.39369], [2.78007, 1.56940, 2.73940]], "forces_ev_per_a": [[1.59, 1.42, 0.81], [-0.43, -1.90, 0.45], [-0.64, 0.52, -0.23], [1.55, -0.40, -0.60], [-0.18, 0.06, 0.48], [-0.55, 0.19, 0.42], [-1.28, -0.77, -0.42], [-0.22, 0.03, 0.11], [0.04, 0.82, -0.03], [0.25, -0.01, -0.06], [-0.17, 0.01, -0.07], [-0.29, -0.05, -0.18], [0.56, -0.05, -0.18], [-0.11, 0.89, 0.17], [-0.18, -0.73, 0.25], [-0.28, -0.38, -0.31], [-0.02, -0.17, -0.31], [0.39, -0.19, 0.17], [0.48, -0.35, -0.25], [-0.20, 0.16, -0.30], [0.15, -0.14, 0.48], [-0.15, 0.22, -0.25], [-0.37, 0.36, 0.17], [0.13, -0.20, 0.03], [0.75, -0.22, 0.13], [0.82, 0.41, 0.05], [-1.44, -0.06, -0.43], [-0.14, -0.04, 0.67], [0.24, -0.64, 0.19], [-0.31, 0.66, 0.21], [-0.47, 0.82, 0.28], [-0.02, 0.08, 0.05], [0.20, -0.24, -0.22], [0.37, 0.88, 0.28], [-0.20, -0.55, -0.12], [0.42, -0.47, -0.02], [-0.60, -0.29, -0.01], [0.03, -0.17, 0.13], [0.27, 1.20, -0.31], [-0.01, 0.08, -0.69], [0.46, -0.25, -0.19], [-0.46, -0.25, -0.24], [0.46, -0.02, -0.35], [0.15, 0.01, -0.05], [-0.25, 0.26, 0.43], [-0.32, -0.05, -0.25], [-0.08, 0.06, -0.07], [0.17, -0.57, 0.28], [0.27, -0.56, 0.49], [0.27, -0.73, -0.39], [-0.66, 1.17, -0.02], [0.19, -0.08, -0.12], [0.09, -0.09, 0.09], [-0.31, 0.31, -0.14]], "nbo_charge": [0.54, -0.62, -0.37, 0.82, -0.73, -0.58, -0.63, 0.16, 0.40, 0.23, 0.26, 0.50, 0.48, 0.50, -1.00, 0.47, 0.49, -0.93, 0.51, 0.49, -1.01, 0.47, 0.48, -0.96, 0.48, 0.51, -1.01, 0.49, 0.50, -1.01, 0.48, 0.49, -0.98, 0.46, 0.49, -0.96, 0.51, 0.50, -1.00, 0.48, 0.50, -0.96, 0.51, 0.48, -0.96, 0.50, 0.48, -1.01, 0.49, 0.50, -0.99, 0.50, 0.48, -0.96]}

[2]
{"formula": "C3H33O13S", "method": "ωB97M-V/def2-TZVPD", "total_charge": -1, "max_force_ha_per_bohr": 0.049, "total_energy_ev": -41101.779, "homo_ev": -4.01, "orbital_gap_ev": 6.33, "symbols": ["C", "C", "C", "S", "H", "H", "H", "H", "H", "H", "H", "H", "H", "O", "H", "H", "O", "H", "H", "O", "H", "H", "O", "H", "H", "O", "H", "H", "O", "H", "H", "O", "H", "H", "O", "H", "H", "O", "H", "H", "O", "H", "H", "O", "H", "H", "O", "H", "H", "O"], "xyz": [[1.11940, 0.82275, 2.25789], [-0.30279, 1.37275, 2.38920], [-0.93830, 0.97745, 3.71028], [-2.24654, -0.34145, 3.64099], [1.60493, 0.65807, 3.24505], [1.99311, 1.43938, 2.00108], [1.18856, -0.18014, 1.84205], [-0.25258, 2.44777, 2.22194], [-0.91719, 1.00942, 1.54852], [-1.33674, 1.86628, 4.22488], [-0.23522, 0.59466, 4.44553], [-2.79423, -0.91922, -1.31835], [-1.27752, -0.61835, -1.20820], [-2.16311, -0.19413, -1.40090], [0.24824, -4.56859, 0.16011], [0.13087, -5.59991, -1.06576], [0.66480, -4.89602, -0.68045], [-3.76455, -1.91502, 1.10146], [-3.06280, -2.67080, 0.00000], [-3.90528, -2.26852, 0.22880], [2.77525, 1.55893, -3.32102], [1.86398, 0.56606, -3.66785], [2.82938, 0.73033, -3.78794], [1.74630, -1.69464, -1.35894], [1.01782, -3.01165, -1.15501], [0.83626, -2.04329, -1.12774], [-3.09776, 1.65718, 0.05120], [-2.39339, 1.44203, -1.21686], [-2.62095, 2.20400, -0.64186], [-0.46445, -1.41733, 1.20079], [-1.67331, -1.81812, 2.09856], [-1.15079, -2.07070, 1.29879], [1.58728, 1.25881, 0.23499], [2.18567, 2.33745, -0.95218], [2.31212, 1.61855, -0.29456], [-0.27572, 4.10994, -1.84796], [-1.29433, 2.97488, -1.30343], [-0.40838, 3.15628, -1.66766], [4.44713, -0.16307, 0.85253], [3.72880, 0.66327, -0.24931], [4.56208, 0.21406, -0.05063], [3.28072, -0.50501, -2.63621], [3.87128, -1.23183, -1.21001], [3.29546, -1.29438, -1.98512], [-3.65729, 0.74255, 2.00596], [-3.26700, -0.30181, 1.00993], [-3.91181, 0.41610, 1.12068], [-0.36580, 0.28883, -2.90936], [0.14977, 1.72165, -2.66287], [0.33858, 0.87453, -3.17101]], "forces_ev_per_a": [[1.60, -0.54, 1.88], [0.68, -0.10, -0.78], [-1.00, -0.12, 0.89], [0.00, 0.52, 0.20], [-1.04, -0.32, 0.25], [-0.85, 0.33, -1.23], [0.05, 0.01, -0.51], [-0.15, 0.24, 0.34], [0.14, 0.03, 0.30], [-0.27, -0.18, -0.36], [0.54, 0.01, -0.30], [-0.22, 0.06, 0.17], [-1.23, 0.39, -0.05], [1.88, -1.37, -0.29], [0.24, -0.61, -1.24], [-0.14, 0.27, 0.37], [-0.14, 0.38, 1.00], [-0.08, 0.04, 0.65], [0.28, -0.13, 0.31], [-0.22, -0.40, -1.00], [0.88, 0.78, 0.26], [-0.04, -0.65, -0.40], [-0.36, -0.16, -0.01], [-0.81, 0.03, -0.09], [-0.62, 0.77, 0.03], [1.04, -0.48, -0.09], [0.29, 0.83, -0.25], [-0.21, 0.39, 0.19], [-0.54, -0.70, 0.19], [0.26, 0.32, 0.08], [0.69, 0.54, 0.07], [-0.71, -1.10, -0.40], [-0.44, 0.84, -0.72], [-1.00, -1.03, 1.19], [1.21, 0.50, -0.93], [-0.53, -1.02, 0.26], [-0.36, 0.30, 0.55], [1.22, 0.81, -0.66], [0.09, 0.57, -1.01], [-0.42, 0.33, 0.10], [0.72, -0.99, 1.28], [0.49, -1.10, 1.59], [0.18, 0.97, -0.61], [-0.55, 0.07, -1.20], [0.02, -0.38, 0.16], [-0.06, 0.54, -0.02], [0.12, 0.41, -0.20], [-0.38, -0.49, 0.06], [0.11, -0.91, -0.63], [-0.38, 1.53, 0.60]], "nbo_charge": [-0.69, -0.44, -0.50, -0.70, 0.22, 0.23, 0.21, 0.20, 0.21, 0.19, 0.19, 0.51, 0.51, -0.99, 0.50, 0.48, -0.97, 0.48, 0.48, -0.95, 0.45, 0.51, -0.96, 0.50, 0.49, -1.04, 0.52, 0.49, -1.04, 0.48, 0.49, -1.03, 0.52, 0.50, -1.00, 0.48, 0.53, -1.01, 0.46, 0.50, -0.99, 0.52, 0.50, -1.04, 0.50, 0.48, -0.99, 0.49, 0.51, -1.00]}

[3]
{"formula": "C3H34NO16", "method": "ωB97M-V/def2-TZVPD", "total_charge": -1, "max_force_ha_per_bohr": 0.016, "total_energy_ev": -37920.272, "homo_ev": -6.60, "orbital_gap_ev": 9.22, "symbols": ["O", "C", "O", "C", "C", "N", "H", "H", "H", "H", "H", "H", "H", "H", "O", "H", "H", "O", "H", "H", "O", "H", "H", "O", "H", "H", "O", "H", "H", "O", "H", "H", "O", "H", "H", "O", "H", "H", "O", "H", "H", "O", "H", "H", "O", "H", "H", "O", "H", "H", "O", "H", "H", "O"], "xyz": [[1.45945, -2.49396, 1.48691], [1.45196, -1.52530, 0.72657], [1.92656, -1.52055, -0.47069], [0.81150, -0.18820, 1.18253], [0.08499, -0.35770, 2.50042], [-0.10359, 0.34172, 0.16876], [1.61453, 0.54922, 1.26442], [0.76346, -0.69251, 3.28290], [-0.39283, 0.57002, 2.83326], [-0.71800, -1.09544, 2.42909], [0.31411, 0.26339, -0.75030], [-0.93608, -0.23780, 0.15697], [-0.49142, -3.93411, 0.12855], [-0.27235, -3.34527, 1.53077], [-0.97764, -3.71704, 0.96053], [-0.20400, -2.93410, -1.74647], [1.19452, -3.19292, -1.06938], [0.39049, -3.62761, -1.42023], [4.50134, 0.12851, 1.76546], [4.26208, 0.89984, 0.49020], [4.62788, 1.01398, 1.41187], [2.85257, -0.10842, -0.69476], [2.71246, 1.45423, -0.84536], [3.36722, 0.72652, -0.87810], [0.92626, 1.13235, -3.13149], [0.96042, 2.42072, -2.29539], [0.41942, 1.97380, -2.98178], [0.59322, 2.41464, -0.22170], [1.92568, 2.95335, 0.37071], [1.43045, 2.81373, -0.47372], [-3.28982, 0.65683, 0.62201], [-4.69942, 0.02567, 0.77374], [-3.79138, -0.08248, 1.06872], [-3.17449, 2.41321, 1.93713], [-3.69014, 1.33594, 2.84293], [-3.51447, 2.28301, 2.84972], [-2.35269, -2.89312, 0.36832], [-3.31627, -1.61594, 0.31907], [-3.04410, -2.42576, -0.17555], [2.26050, 2.55834, 2.70637], [3.51724, 2.26510, 1.81717], [2.71652, 2.84758, 1.90457], [-2.55190, 1.93790, -0.80496], [-1.59512, 1.96077, 0.40693], [-2.52769, 2.15109, 0.16751], [-2.10025, -2.35227, -3.11776], [-2.23833, -2.15425, -1.55888], [-1.71709, -1.87265, -2.36922], [2.68896, 0.05722, -2.76702], [1.67357, -0.94879, -2.30281], [1.86083, -0.34632, -3.06192], [-2.08768, 0.41580, -2.33449], [-1.31449, 1.71177, -2.64862], [-2.20695, 1.38626, -2.35354]], "forces_ev_per_a": [[0.08, 0.02, 0.10], [0.13, 0.13, -0.44], [0.06, 0.21, 0.44], [-0.02, -0.34, -0.04], [-0.21, 0.31, 0.35], [-0.34, 0.36, 0.17], [0.11, -0.08, 0.20], [0.02, -0.05, -0.05], [0.15, 0.07, -0.13], [0.11, -0.09, -0.14], [0.04, -0.12, -0.16], [-0.08, -0.14, -0.13], [-0.08, 0.21, 0.27], [-0.26, -0.13, -0.41], [0.28, -0.19, 0.21], [0.18, 0.19, -0.10], [-0.43, 0.18, -0.21], [0.23, -0.51, 0.05], [0.08, -0.03, 0.32], [0.16, 0.20, 0.09], [0.02, -0.21, -0.27], [0.02, 0.13, -0.04], [0.03, -0.20, 0.00], [-0.12, 0.01, -0.16], [-0.50, 0.29, 0.01], [-0.49, -0.07, -0.43], [0.77, -0.10, 0.31], [-0.22, -0.33, 0.23], [-0.38, -0.02, -0.15], [0.59, 0.32, -0.03], [-0.37, -0.23, 0.42], [-0.11, 0.05, 0.00], [0.29, 0.24, -0.28], [-0.34, 0.15, 0.61], [-0.05, -0.07, 0.08], [0.30, 0.06, -0.56], [-0.30, 0.26, -0.11], [0.24, -0.51, -0.21], [0.11, 0.08, 0.41], [0.13, 0.06, -0.26], [-0.42, 0.04, 0.19], [0.31, -0.02, 0.28], [0.22, 0.18, 0.10], [-0.40, -0.10, -0.22], [0.44, -0.16, 0.00], [0.14, 0.19, 0.28], [-0.07, 0.24, -0.26], [-0.11, -0.08, -0.04], [0.11, 0.02, -0.07], [-0.03, 0.29, -0.46], [-0.01, -0.46, 0.39], [-0.12, 0.28, -0.11], [-0.36, -0.17, 0.20], [0.48, -0.41, -0.24]], "nbo_charge": [-0.72, 0.78, -0.87, -0.17, -0.62, -0.88, 0.20, 0.22, 0.21, 0.22, 0.39, 0.37, 0.51, 0.51, -1.02, 0.50, 0.51, -1.00, 0.47, 0.51, -0.99, 0.51, 0.50, -1.03, 0.51, 0.50, -1.02, 0.49, 0.52, -1.02, 0.51, 0.48, -0.99, 0.49, 0.47, -0.98, 0.52, 0.50, -1.03, 0.48, 0.51, -1.00, 0.52, 0.50, -1.03, 0.47, 0.51, -1.02, 0.49, 0.51, -0.98, 0.50, 0.52, -1.00]}

[4]
{"formula": "C3H34O14", "method": "ωB97M-V/def2-TZVPD", "total_charge": 0, "max_force_ha_per_bohr": 0.036, "total_energy_ev": -32320.344, "homo_ev": -5.55, "orbital_gap_ev": 3.20, "symbols": ["O", "H", "H", "H", "C", "C", "C", "O", "H", "H", "H", "H", "H", "H", "H", "O", "H", "H", "O", "H", "H", "O", "H", "H", "O", "H", "H", "O", "H", "H", "O", "H", "H", "O", "H", "H", "O", "H", "H", "O", "H", "H", "O", "H", "H", "O", "H", "H", "O", "H", "H"], "xyz": [[0.09026, 2.73791, 5.49581], [-0.09132, 3.65858, 5.69828], [1.02280, 2.63755, 5.29110], [-0.42621, 2.49310, 4.72450], [0.84701, 0.42542, -0.69305], [-0.23990, -0.29243, 0.18376], [0.25412, -1.72490, 0.47953], [-0.89490, 0.48610, 1.11879], [1.44663, -0.08618, -1.44592], [1.63529, 0.67910, 0.01572], [0.46145, 1.35627, -1.10894], [-1.03199, -0.55911, -0.51594], [0.20875, -2.35335, -0.40991], [-0.32528, -2.35506, 1.15429], [1.30911, -1.72993, 0.75353], [4.44134, 1.10660, 4.65475], [4.75107, 0.20730, 4.76224], [5.20992, 1.59064, 4.35270], [6.79047, 1.65946, -2.53501], [6.88115, 2.43667, -3.08634], [6.83119, 1.99454, -1.63930], [2.13812, -1.25005, -7.15607], [2.15076, -0.38414, -7.56382], [1.23440, -1.36352, -6.86169], [-4.89015, -4.07371, -1.83432], [-4.14213, -4.58168, -2.14843], [-4.50093, -3.36600, -1.32062], [-2.08047, -6.16276, -4.93871], [-2.43661, -6.03095, -5.81735], [-1.13711, -6.03662, -5.04072], [-2.98592, 5.22183, -1.42271], [-2.88268, 4.60064, -0.70182], [-2.38240, 4.90957, -2.09687], [-3.28925, -2.09423, 5.15633], [-2.97645, -1.75955, 4.31586], [-4.23913, -1.98146, 5.12104], [-1.11824, -6.15319, 6.72003], [-0.27833, -5.69627, 6.76497], [-1.74651, -5.47631, 6.46835], [-6.55223, 0.77959, 3.63362], [-6.98037, 0.57971, 2.80116], [-5.62478, 0.86385, 3.41234], [0.19501, 6.08712, 1.53211], [-0.00488, 5.31744, 0.99932], [-0.65612, 6.49341, 1.69564], [5.41209, -3.34290, -3.75522], [4.85062, -2.73233, -4.23293], [5.68053, -2.86049, -2.97327], [-0.11148, 5.48756, -5.65374], [0.79117, 5.52199, -5.97038], [-0.60748, 5.11498, -6.38271]], "forces_ev_per_a": [[-0.17, -0.19, 0.79], [-0.21, 1.01, 0.36], [1.26, -0.37, -0.30], [-0.82, -0.78, -1.38], [0.33, 0.47, 1.38], [-1.46, -0.21, -1.16], [0.65, -0.35, 0.27], [1.49, -0.32, 0.33], [-0.71, -0.67, -0.33], [0.15, 0.52, 0.36], [-0.09, -0.03, 0.00], [-0.58, 0.10, -0.90], [0.11, 0.34, -0.59], [-0.14, 0.61, 0.64], [0.18, -0.11, 0.51], [-0.28, 0.20, 0.14], [0.01, -0.28, 0.00], [0.18, 0.14, -0.11], [0.00, -0.22, -0.06], [0.01, 0.17, -0.19], [-0.02, 0.04, 0.24], [0.19, -0.15, 0.00], [0.05, 0.21, -0.10], [-0.23, -0.07, 0.12], [-0.27, -0.03, -0.02], [0.20, -0.17, -0.14], [0.10, 0.20, 0.13], [-0.13, -0.04, 0.20], [-0.14, 0.03, -0.20], [0.26, 0.02, 0.03], [-0.12, 0.28, 0.10], [-0.02, -0.26, 0.15], [0.16, -0.07, -0.23], [0.14, -0.03, 0.27], [0.18, 0.06, -0.33], [-0.28, 0.00, 0.01], [-0.01, -0.24, 0.09], [0.21, 0.08, 0.00], [-0.21, 0.18, -0.10], [-0.07, 0.01, 0.29], [-0.14, -0.06, -0.21], [0.25, 0.03, -0.09], [0.21, 0.02, 0.33], [0.00, -0.26, -0.25], [-0.22, 0.18, -0.06], [0.08, -0.25, -0.05], [-0.17, 0.15, -0.16], [0.07, 0.12, 0.20], [-0.08, 0.06, 0.20], [0.25, 0.03, -0.03], [-0.18, -0.09, -0.16]], "nbo_charge": [-0.77, 0.55, 0.56, 0.55, -0.65, 0.10, -0.63, -0.93, 0.19, 0.18, 0.20, 0.09, 0.19, 0.20, 0.17, -0.95, 0.48, 0.47, -0.93, 0.47, 0.47, -0.94, 0.47, 0.47, -0.94, 0.47, 0.47, -0.94, 0.47, 0.47, -0.94, 0.47, 0.47, -0.95, 0.48, 0.47, -0.94, 0.47, 0.47, -0.94, 0.47, 0.47, -0.95, 0.48, 0.47, -0.94, 0.47, 0.47, -0.93, 0.47, 0.47]}